1.
Here is C12H12O2P as an isolated structure at a distorted geometry from the OMol25 dataset. Energies are from ωB97M-V with the def2-TZVPD basis set.

The multiplicity is 3. The expectation value of S² is 2.01. As for the relative energy (zero: lowest compared OMol25 entry of this formula, charge and spin): 0.618 eV. Its total charge is -1. The orbital gap (alpha / beta) comes out at 4.68 / 5.07 eV.

The geometry in XYZ format:
```
27
C12H12O2P ωB97M-V with the def2-TZVPD basis set
C -3.7842 0.6976 -0.0889
C -3.1772 -0.4469 -0.5781
C -3.0243 1.6808 0.5264
C -1.8019 -0.5940 -0.4721
C -1.6478 1.5423 0.6307
C -1.0649 0.4031 0.1285
C 2.1795 -2.1864 0.2169
C 1.8140 -1.6660 -1.0746
C 1.9483 -1.4847 1.3297
C 1.1244 -0.5150 -1.1813
C 1.4138 -0.0942 1.2959
C 0.8436 0.3283 -0.0495
O 1.4689 2.7931 0.9674
O 2.7088 2.0415 -1.0634
P 1.1534 2.2307 -0.3869
H -4.8530 0.8338 -0.2056
H -3.7663 -1.2096 -1.0719
H -3.5079 2.5778 0.8935
H -1.3096 -1.4683 -0.8772
H -1.0366 2.3172 1.0634
H 2.6069 -3.1819 0.2633
H 2.0693 -2.2536 -1.9467
H 2.1586 -1.8999 2.3083
H 0.7835 -0.1620 -2.1448
H 0.6732 0.0407 2.0913
H 2.2220 0.6203 1.5378
H 3.2823 2.2105 -0.3119
```

For reference, the Mulliken charges in units of e are: number 1, C, carries -0.3905; number 2, C, carries -0.5638; number 3, C, carries -0.5912; number 4, C, carries -0.4097; number 5, C, carries -0.3600; number 6, C, carries -0.0438; number 7, C, carries -0.2041; number 8, C, carries -0.4626; number 9, C, carries -0.8006; number 10, C, carries -1.2188; number 11, C, carries -0.7626; number 12, C, carries 1.5170; number 13, O, carries -0.6387; number 14, O, carries -0.4770; number 15, P, carries 0.0027; number 16, H, carries 0.3491; number 17, H, carries 0.3559; number 18, H, carries 0.3495; number 19, H, carries 0.3596; number 20, H, carries 0.4894; number 21, H, carries 0.3381; number 22, H, carries 0.3272; number 23, H, carries 0.3936; number 24, H, carries 0.4439; number 25, H, carries 0.3114; number 26, H, carries 0.4106; number 27, H, carries 0.2754



2.
Here is a 2-piece molecular cluster, C12H12O7 overall at a distorted geometry from the OMol25 dataset. Energies are from ωB97M-V with the def2-TZVPD basis set.

As for the relative energy (zero: lowest compared OMol25 entry of this formula, charge and spin): 6.709 eV. The orbital gap comes out at 8.64 eV.

The geometry in XYZ format:
```
31
C12H12O7 ωB97M-V with the def2-TZVPD basis set
O 2.3959 -1.7091 0.4673
C 1.0994 -2.0022 0.1693
O 0.9038 -3.2265 -0.6531
C -0.0923 -1.0010 0.6842
C -1.4472 -1.7551 1.2251
C -2.4199 -2.0408 -0.0642
C -3.7694 -2.9572 0.1024
O -4.9548 -2.1869 -0.3233
C -4.3110 -1.0399 -1.0437
O -4.7665 -0.4745 -2.1820
O -3.0724 -0.7368 -0.2648
H 1.5071 -3.0973 -1.4669
H -0.3266 -0.2307 -0.1736
H 0.3586 -0.3645 1.5776
H -1.2493 -2.6942 1.9049
H -2.0202 -0.9538 1.8996
H -1.8361 -2.4369 -0.9980
H -4.0473 -3.4000 1.1492
H -3.6947 -3.8483 -0.6561
O 0.5964 1.4253 0.4777
C 1.5394 2.1558 0.2067
C 1.7062 3.4681 0.8619
C 2.7357 4.2665 0.5636
C 3.7510 3.8701 -0.4324
O 4.6941 4.6007 -0.7034
C 3.5843 2.5579 -1.0876
C 2.5548 1.7595 -0.7892
H 0.9535 3.7441 1.5907
H 2.8724 5.2323 1.0343
H 4.3369 2.2818 -1.8164
H 2.4181 0.7936 -1.2600
```

For reference, the Mulliken charges in units of e are: number 1, O, carries -0.5389; number 2, C, carries 0.4581; number 3, O, carries -0.4771; number 4, C, carries -0.2161; number 5, C, carries -0.5769; number 6, C, carries 0.1688; number 7, C, carries -0.4001; number 8, O, carries -0.2998; number 9, C, carries 0.5056; number 10, O, carries -0.5045; number 11, O, carries -0.2947; number 12, H, carries 0.3687; number 13, H, carries 0.2712; number 14, H, carries 0.1593; number 15, H, carries 0.3493; number 16, H, carries 0.3072; number 17, H, carries 0.2883; number 18, H, carries 0.2797; number 19, H, carries 0.2330; number 20, O, carries -0.4493; number 21, C, carries 0.3876; number 22, C, carries -0.3546; number 23, C, carries -0.3764; number 24, C, carries 0.3301; number 25, O, carries -0.5514; number 26, C, carries -0.4822; number 27, C, carries -0.1266; number 28, H, carries 0.4143; number 29, H, carries 0.3936; number 30, H, carries 0.4040; number 31, H, carries 0.3298



3.
Here is C12H12P2 as an isolated structure at a distorted geometry from the OMol25 dataset. Energies are from ωB97M-V with the def2-TZVPD basis set.

As for the relative energy (zero: lowest compared OMol25 entry of this formula, charge and spin): 1.979 eV. The orbital gap comes out at 9.08 eV.

The geometry in XYZ format:
```
26
C12H12P2 ωB97M-V with the def2-TZVPD basis set
C -3.8003 0.5492 -0.1470
C -3.1180 0.6812 1.0531
C -3.1431 0.0544 -1.2627
C -1.7861 0.3148 1.1448
C -1.8134 -0.3103 -1.1757
C -1.1204 -0.1966 0.0305
C 2.2317 -2.0408 -0.2723
C 0.8070 -1.7974 -0.2008
C 3.1533 -1.1900 0.1777
C 0.2616 -0.6187 0.0636
C 2.8038 0.1104 0.8396
C 1.5946 0.7376 0.2125
P 1.6431 1.6754 -1.3761
P 1.1010 2.4675 0.5574
H -4.8416 0.8354 -0.2098
H -3.6386 1.0596 1.9214
H -3.6641 -0.0464 -2.2034
H -1.2564 0.4022 2.0829
H -1.2910 -0.6800 -2.0427
H 2.5376 -2.9775 -0.7167
H 0.1559 -2.6494 -0.3674
H 4.2041 -1.4315 0.1121
H 2.5985 -0.0674 1.9026
H 3.6546 0.7988 0.7874
H 2.9942 2.0436 -1.2716
H -0.2679 2.2757 0.3608
```

For reference, the Mulliken charges in units of e are: number 1, C, carries -0.4029; number 2, C, carries -0.5336; number 3, C, carries -0.6203; number 4, C, carries -0.2221; number 5, C, carries -0.3277; number 6, C, carries 0.0332; number 7, C, carries -0.5006; number 8, C, carries -0.0692; number 9, C, carries -0.4189; number 10, C, carries -0.0489; number 11, C, carries -0.5490; number 12, C, carries 0.1511; number 13, P, carries -0.2145; number 14, P, carries -0.1948; number 15, H, carries 0.3753; number 16, H, carries 0.3841; number 17, H, carries 0.3773; number 18, H, carries 0.4427; number 19, H, carries 0.4487; number 20, H, carries 0.3633; number 21, H, carries 0.4254; number 22, H, carries 0.3930; number 23, H, carries 0.2793; number 24, H, carries 0.3822; number 25, H, carries 0.0281; number 26, H, carries 0.0188



4.
Here is C12H13AuN5O5 as an isolated structure at a distorted geometry from the OMol25 dataset. Energies are from ωB97M-V with the def2-TZVPD basis set.

The multiplicity is 3. The expectation value of S² is 2.01. Its total charge is +1. The orbital gap (alpha / beta) comes out at 8.05 / 5.46 eV.

The geometry in XYZ format:
```
36
C12H13AuN5O5 ωB97M-V with the def2-TZVPD basis set
Au -1.4848 0.6729 -0.7145
O -4.1887 -2.6268 -5.0469
C -3.6630 -1.9987 -3.9410
C -4.1695 -2.0085 -2.5901
C -3.4888 -1.1651 -1.7153
N -2.4123 -0.4130 -2.0694
C -2.0471 -0.2825 -3.3861
C -2.7094 -1.0492 -4.3416
C -0.7720 0.4935 -3.4692
O -0.1143 0.4676 -4.5150
O -0.2327 1.0555 -2.3931
C -3.7838 -0.9742 -0.2700
O -4.7820 -1.4506 0.2817
O -3.0562 -0.0663 0.3610
H -4.6726 -3.4144 -4.7156
H -5.0834 -2.4995 -2.2777
H -2.2377 -0.9878 -5.3505
C 4.3238 1.3094 1.6743
C 3.6723 0.8433 3.0269
C 3.5358 -0.6966 3.0944
C 2.3164 1.5259 3.3341
N 1.1909 1.3320 2.4165
C 0.9070 0.9511 1.1730
N -0.4569 1.0780 0.9616
N -0.9331 1.4936 2.1416
N -0.0182 1.7110 2.9997
H 5.4153 1.0123 1.7325
H 4.2817 2.3955 1.5852
H 3.9116 0.8225 0.8030
H 4.3731 1.2092 3.7986
H 2.5052 -0.9954 2.7451
H 3.6650 -0.9617 4.1264
H 4.2188 -1.2727 2.4833
H 2.4355 2.6750 3.3810
H 1.9207 1.1983 4.2853
H 1.6332 0.6164 0.3909
```

For reference, the Mulliken charges in units of e are: number 1, Au, carries 0.9388; number 2, O, carries -0.4497; number 3, C, carries 0.5396; number 4, C, carries -0.4161; number 5, C, carries 0.5331; number 6, N, carries -0.4499; number 7, C, carries 0.4357; number 8, C, carries -0.2848; number 9, C, carries 0.3240; number 10, O, carries -0.5220; number 11, O, carries -0.5688; number 12, C, carries 0.3390; number 13, O, carries -0.5549; number 14, O, carries -0.4892; number 15, H, carries 0.3543; number 16, H, carries 0.4881; number 17, H, carries 0.4638; number 18, C, carries -1.4649; number 19, C, carries 0.5042; number 20, C, carries -1.2222; number 21, C, carries -0.6716; number 22, N, carries 0.4269; number 23, C, carries 0.0318; number 24, N, carries -0.0674; number 25, N, carries -0.1594; number 26, N, carries -0.5599; number 27, H, carries 0.3857; number 28, H, carries 0.3733; number 29, H, carries 0.3694; number 30, H, carries 0.3678; number 31, H, carries 0.2934; number 32, H, carries 0.3300; number 33, H, carries 0.3856; number 34, H, carries 0.3276; number 35, H, carries 0.3324; number 36, H, carries 0.3361